1.
# C10H34O7

A 7-piece molecular cluster, C10H34O7 overall at a distorted geometry (ωB97M-V/def2-TZVPD, the Open Molecules 2025 dataset).

```
51
Properties=species:S:1:pos:R:3
C 5.26 -2.06 0.39
C 4.86 -0.63 0.68
O 4.33 -0.50 2.00
H 5.66 -2.20 -0.62
H 4.49 -2.79 0.64
H 6.07 -2.30 1.09
H 4.21 -0.16 -0.08
H 5.76 -0.01 0.67
H 3.50 -1.00 1.98
C 1.03 0.19 0.37
C -0.39 0.46 -0.11
O -1.25 0.73 0.96
H 1.11 -0.78 0.87
H 1.34 0.91 1.13
H 1.82 0.13 -0.38
H -0.65 -0.44 -0.68
H -0.33 1.31 -0.78
H -1.50 -0.07 1.46
C -1.58 -2.98 1.06
C -2.32 -2.72 2.37
O -1.89 -1.43 2.86
H -1.88 -2.32 0.26
H -1.66 -4.03 0.78
H -0.51 -2.87 1.28
H -2.05 -3.46 3.14
H -3.39 -2.69 2.17
H -1.91 -1.45 3.82
C -0.04 -0.73 -3.57
O -0.43 -0.64 -4.94
H 0.65 -1.54 -3.35
H 0.34 0.24 -3.20
H -0.97 -0.76 -2.99
H 0.31 -0.19 -5.37
C -4.72 -0.04 2.31
O -5.91 -0.81 2.55
H -4.17 -0.37 1.42
H -5.08 0.99 2.16
H -4.10 -0.05 3.19
H -6.44 -0.80 1.75
C 2.29 2.27 -2.73
O 2.51 3.58 -2.26
H 3.26 1.80 -2.91
H 1.78 1.65 -1.98
H 1.66 2.25 -3.63
H 1.78 4.14 -2.53
C -1.64 4.00 -0.36
O -2.49 3.36 0.57
H -1.98 3.73 -1.38
H -1.74 5.07 -0.22
H -0.61 3.64 -0.36
H -2.38 2.40 0.53
```

- HOMO energy: -9.74 eV
- SMILES string: CCO.CCO.CCO.CO.CO.CO.CO
- DFT total energy: -25250.7307 eV
- Orbital gap: 10.11 eV
- LUMO energy: 0.4 eV
- ΔE to the lowest compared entry with this formula, charge and spin: 78.40 kcal per mole

2.
# C4H4N2O

An isolated molecule of C4H4N2O at a distorted geometry (ωB97M-V/def2-TZVPD, the Open Molecules 2025 dataset).

```
11
Properties=species:S:1:pos:R:3
H -2.85 -0.49 -0.10
N -1.88 -0.98 -0.13
C -0.83 -0.17 -0.20
N -1.05 1.13 0.18
C 0.08 1.75 0.10
O 1.13 1.03 -0.30
C 0.66 -0.32 -0.09
C 1.40 -1.34 0.15
H -0.02 2.81 0.11
H 1.03 -2.38 0.36
H 2.33 -1.05 -0.09
```

- HOMO energy: -9.40 eV
- SMILES string: [H]/N=C1\N=COC1=C
- DFT total energy: -9237.5208 eV
- Orbital gap: 9.12 eV
- LUMO energy: -0.3 eV
- ΔE to the lowest compared entry with this formula, charge and spin: 68.42 kcal per mole

3.
# C4H5Cl

A 2-piece molecular cluster, C4H5Cl overall at a distorted geometry (ωB97M-V/def2-TZVPD, the Open Molecules 2025 dataset).

```
10
Properties=species:S:1:pos:R:3
C -0.20 0.78 1.44
C -0.02 0.29 0.30
C 0.92 -0.35 1.22
C -0.73 -0.04 -1.85
Cl -0.45 -1.67 -2.11
H -0.52 1.36 2.18
H 1.94 0.10 1.40
H 0.54 -1.39 1.39
H 0.21 0.46 -2.29
H -1.69 0.45 -1.69
```

- HOMO energy: -8.26 eV
- DFT total energy: -16744.9937 eV
- Orbital gap: 8.62 eV
- LUMO energy: 0.4 eV
- ΔE to the lowest compared entry with this formula, charge and spin: 118.29 kcal per mole

4.
# C3H13BeN2O2

C3H13BeN2O2 as an isolated structure at a distorted geometry (ωB97M-V/def2-TZVPD, the Open Molecules 2025 dataset).

```
21
Properties=species:S:1:pos:R:3
C 1.58 -1.15 -0.15
Be 0.12 -0.29 -0.57
N -1.61 -0.84 -0.46
N 0.16 0.05 -2.25
H -2.17 0.01 -0.60
H 0.32 -1.35 -0.02
H 1.93 -1.48 0.84
H 2.06 -0.17 -0.29
H 1.97 -1.87 -0.88
H -0.24 1.00 -2.36
H -0.34 -0.58 -2.89
H 1.11 0.12 -2.63
H -1.91 -1.54 -1.14
H -1.90 -1.20 0.46
C -0.36 1.00 2.38
C 0.15 1.78 1.20
O 0.60 2.91 1.30
O 0.05 1.14 0.03
H -0.12 1.53 3.30
H 0.07 -0.01 2.42
H -1.46 0.92 2.32
```

- HOMO energy: -0.24 eV
- DFT total energy: -10798.2045 eV
- Orbital gap: 2.92 eV
- LUMO energy: 2.7 eV
- Charge: -1

5.
# C40H80O22

A 10-piece molecular cluster, C40H80O22 overall at a distorted geometry (ωB97M-V/def2-TZVPD, the Open Molecules 2025 dataset).

```
142
Properties=species:S:1:pos:R:3
C -5.88 2.46 -3.09
C -4.42 2.23 -2.61
O -3.42 2.38 -3.57
C -3.22 1.59 -4.70
O -3.82 0.59 -5.06
O -2.14 2.17 -5.21
C -1.30 1.52 -6.16
H -6.18 3.51 -3.13
H -6.56 2.11 -2.31
H -6.14 2.01 -4.04
H -4.27 1.26 -2.14
H -4.22 2.89 -1.76
H -0.30 1.88 -5.92
H -1.58 1.82 -7.17
H -1.36 0.44 -6.02
C 6.00 0.24 -7.91
C 4.46 0.34 -7.63
O 4.09 -0.49 -6.57
C 2.88 -0.29 -5.93
O 2.22 0.70 -5.94
O 2.68 -1.33 -5.07
C 1.54 -1.60 -4.33
H 6.36 0.73 -8.81
H 6.30 -0.80 -8.07
H 6.59 0.64 -7.09
H 3.84 0.09 -8.50
H 4.19 1.35 -7.32
H 1.55 -2.64 -4.01
H 0.60 -1.56 -4.88
H 1.42 -1.01 -3.42
C -0.48 3.27 -2.01
C -0.47 1.78 -1.93
O -0.13 1.36 -0.56
C 0.06 0.08 -0.35
O 0.05 -0.80 -1.25
O 0.20 -0.19 1.01
C 0.55 -1.45 1.46
H -0.69 3.77 -2.96
H 0.29 3.78 -1.44
H -1.36 3.60 -1.45
H 0.25 1.41 -2.67
H -1.37 1.37 -2.39
H -0.18 -2.12 1.02
H 0.52 -1.47 2.55
H 1.58 -1.67 1.17
C 3.47 2.72 0.33
C 3.25 2.15 1.75
O 3.86 0.94 1.85
C 5.15 0.84 2.01
O 5.95 1.67 2.47
O 5.56 -0.35 1.50
C 6.93 -0.89 1.42
H 3.01 2.12 -0.45
H 4.49 2.82 -0.04
H 2.84 3.58 0.11
H 2.23 1.81 1.92
H 3.59 2.88 2.49
H 7.16 -1.14 2.45
H 7.50 0.01 1.18
H 6.86 -1.75 0.76
C -4.56 -4.52 4.30
C -3.12 -4.12 4.25
O -2.56 -4.04 5.54
C -1.32 -3.56 5.56
O -0.83 -2.75 4.75
O -0.63 -4.27 6.33
C 0.64 -4.01 6.77
H -4.96 -4.71 3.30
H -5.01 -3.61 4.66
H -4.72 -5.45 4.85
H -3.03 -3.13 3.80
H -2.52 -4.82 3.66
H 0.68 -3.01 7.21
H 1.36 -3.94 5.95
H 1.06 -4.68 7.51
C -1.71 -7.52 -1.67
C -2.86 -6.53 -1.59
O -2.31 -5.22 -1.93
C -3.02 -4.09 -1.94
O -4.06 -3.97 -1.31
O -2.36 -3.08 -2.52
C -2.92 -1.82 -2.90
H -1.18 -7.45 -0.72
H -1.08 -7.34 -2.54
H -2.14 -8.52 -1.75
H -3.25 -6.63 -0.58
H -3.65 -6.64 -2.34
H -2.83 -1.61 -3.96
H -2.24 -1.06 -2.52
H -3.90 -1.66 -2.45
C -4.49 7.50 -3.32
C -3.20 7.30 -4.03
C -2.54 6.22 -3.15
O -3.07 6.33 -1.84
C -4.08 7.45 -1.85
H -5.13 6.67 -3.60
H -5.08 8.36 -3.63
H -2.52 8.14 -3.98
H -3.36 6.94 -5.05
H -1.47 6.29 -2.98
H -2.84 5.22 -3.48
H -3.60 8.43 -1.71
H -5.04 7.26 -1.38
C 1.23 -6.00 3.15
C 1.08 -4.79 2.21
C -0.13 -5.18 1.44
O 0.23 -6.56 1.08
C 0.84 -7.19 2.22
H 0.52 -5.95 3.97
H 2.17 -5.88 3.69
H 1.88 -4.66 1.47
H 0.88 -3.87 2.77
H -0.43 -4.49 0.65
H -1.08 -5.29 1.97
H 1.73 -7.70 1.83
H 0.04 -7.74 2.71
C 3.45 -0.47 6.92
C 3.06 0.02 5.49
C 1.55 -0.42 5.47
O 1.10 -0.33 6.82
C 2.20 -0.15 7.72
H 4.26 0.20 7.23
H 3.75 -1.51 7.04
H 3.73 -0.55 4.86
H 3.29 1.08 5.40
H 1.49 -1.48 5.22
H 0.77 0.03 4.86
H 2.10 -0.84 8.56
H 2.29 0.90 7.99
C 0.26 5.85 1.31
C -0.23 4.41 1.52
C -0.17 4.17 3.01
O 0.82 4.98 3.49
C 0.96 6.16 2.68
H -0.43 6.59 0.91
H 1.07 5.81 0.58
H 0.36 3.74 0.90
H -1.23 4.30 1.08
H 0.27 3.19 3.15
H -1.14 4.39 3.47
H 1.98 6.52 2.79
H 0.38 7.00 3.07
```

- HOMO energy (spin up / spin down): 0.81 / -7.56 eV
- DFT total energy: -87815.0349 eV
- Orbital gap (spin up / spin down): 1.30 / 9.78 eV
- LUMO energy (spin up / spin down): 2.1 / 2.2 eV
- Multiplicity: 2
- Charge: -1

6.
# C4H8O2

An isolated molecule of C4H8O2 at a distorted geometry (ωB97M-V/def2-TZVPD, the Open Molecules 2025 dataset).

```
14
Properties=species:S:1:pos:R:3
C 0.08 -0.96 -1.10
C 0.31 0.23 -0.11
C 1.56 0.30 0.78
O -0.80 -0.01 0.83
C -1.98 0.51 0.52
O -2.23 1.17 -0.46
H 0.92 -0.99 -1.78
H -0.02 -1.95 -0.61
H -0.85 -0.82 -1.70
H 0.18 1.22 -0.61
H 1.45 1.10 1.52
H 2.44 0.52 0.16
H 1.73 -0.64 1.32
H -2.78 0.33 1.25
```

- HOMO energy: -10.51 eV
- SMILES string: CC(C)OC=O
- DFT total energy: -8372.5708 eV
- Orbital gap: 11.53 eV
- LUMO energy: 1.0 eV
- ΔE to the lowest compared entry with this formula, charge and spin: 16.40 kcal per mole